C2H8O6P2 as an isolated structure. Source: OMol25; level of theory: ωB97M-V with the def2-TZVPD basis set.

The geometry in XYZ format:
```
18
Properties=species:S:1:pos:R:3:nbo_charge:R:1
C 1.266 -0.640 0.520 -0.617
C 1.085 0.347 1.629 -0.112
O -0.231 1.014 1.345 -0.794
O -2.879 -1.509 -2.056 -1.012
O -2.743 0.770 -2.630 -0.991
O 1.327 -0.050 -2.809 -1.071
O 0.473 1.769 -1.204 -1.010
O -0.827 -0.388 -1.495 -1.121
P -1.846 -0.539 -2.815 1.589
P 0.639 0.245 -1.563 2.259
H 2.242 -1.000 0.356 0.217
H 1.152 -0.265 2.467 0.194
H 1.757 1.256 1.588 0.203
H -1.052 0.646 1.745 0.496
H -2.522 -2.337 -1.650 0.514
H 0.379 -1.392 0.369 0.229
H -2.361 1.560 -2.838 0.498
H 0.221 1.975 -0.337 0.529
```

Output
LUMO level = 0.436 eV
net charge = 0
F_max = 5.42 eV/Å
relative energy (zero: lowest compared OMol25 entry of this formula, charge and spin) = 0.282 eV
HOMO energy = -9.18 eV
E = -33068.320 eV
orbital gap = 9.6 eV